No. 1
The following is a quantum chemistry calculation of a cluster of 2 separate species, CH6NO in total, from the Open Molecules 2025 dataset.

Properties
Calculated total energy   -4670.675 eV
ΔE to the lowest compared entry with this formula, charge and spin   16.0 kcal per mole
Maximum force   3.020 eV Å⁻¹
M   48.065 g/mol
LUMO energy   4.14 eV
Net charge   -1
Spin multiplicity   1

Positions of all 9 atoms, in Å:
O (2.41, 0.78, -1.67)
N (-0.04, -0.44, -0.09)
C (-1.22, -0.16, 0.76)
H (-0.31, -0.72, -1.02)
H (2.62, 0.70, -0.73)
H (0.83, 0.12, -0.29)
H (-1.76, 0.74, 0.56)
H (-0.70, 0.05, 1.69)
H (-1.83, -1.07, 0.79)

***

No. 2
The following is a quantum chemistry calculation of a cluster of 2 separate species, CH6NO in total, from the Open Molecules 2025 dataset.

Properties
Calculated total energy   -4666.130 eV
ΔE to the lowest compared entry with this formula, charge and spin   10.4 kcal per mole
Maximum force   1.056 eV Å⁻¹
M   48.065 g/mol
LUMO energy (alpha / beta)   8.48 / 8.24 eV
Net charge   -2
Spin multiplicity   2

Positions of all 9 atoms, in Å:
O (2.27, -1.21, 0.68)
N (-0.98, -0.22, -0.78)
C (-0.67, 0.70, 0.35)
H (-0.21, 1.59, -0.10)
H (-0.24, -0.12, -1.46)
H (-1.59, 1.03, 0.87)
H (0.00, 0.22, 1.06)
H (-0.86, -1.16, -0.41)
H (2.28, -0.84, -0.22)

***

No. 3
The following is a quantum chemistry calculation of a cluster of 2 separate species, CH6NO in total, from the Open Molecules 2025 dataset.

Properties
Calculated total energy   -4669.797 eV
ΔE to the lowest compared entry with this formula, charge and spin   7.1 kcal per mole
Maximum force   2.078 eV Å⁻¹
M   48.065 g/mol
LUMO energy (alpha / beta)   0.64 / 0.63 eV
Spin multiplicity   2

Positions of all 9 atoms, in Å:
O (1.64, 1.17, 0.64)
N (-0.64, -0.34, -0.04)
C (-1.38, -1.18, -0.83)
H (-1.27, -2.24, -0.73)
H (2.56, 1.38, 0.49)
H (-2.18, -0.73, -1.40)
H (1.34, 1.76, 1.33)
H (0.15, -0.39, 0.56)
H (-0.85, 0.64, -0.01)

***

No. 4
The following is a quantum chemistry calculation of a cluster of 2 separate species, CH6NO2 in total, from the Open Molecules 2025 dataset.

Properties
Calculated total energy   -6719.433 eV
ΔE to the lowest compared entry with this formula, charge and spin   9.2 kcal per mole
Maximum force   2.614 eV Å⁻¹
M   64.064 g/mol
LUMO energy   4.70 eV
Net charge   -1
Spin multiplicity   1

Positions of all 10 atoms, in Å:
O (0.26, -1.69, 1.65)
O (-1.21, -0.31, -0.33)
N (0.84, 1.02, -0.32)
C (-0.66, 0.85, -0.70)
H (-0.41, -1.14, 1.17)
H (1.50, 0.47, -0.86)
H (-0.60, 0.89, -1.82)
H (-1.18, 1.78, -0.43)
H (0.52, -2.42, 1.06)
H (0.94, 0.56, 0.58)

***

No. 5
The following is a quantum chemistry calculation of a cluster of 2 separate species, CH6NO2 in total, from the Open Molecules 2025 dataset.

Properties
Calculated total energy   -6718.748 eV
ΔE to the lowest compared entry with this formula, charge and spin   25.0 kcal per mole
Maximum force   0.934 eV Å⁻¹
M   64.064 g/mol
LUMO energy   4.91 eV
Net charge   -1
Spin multiplicity   1

Positions of all 10 atoms, in Å:
O (-0.32, 0.16, 2.86)
O (-0.30, 0.20, -2.32)
N (0.07, -0.43, 0.05)
C (0.53, 0.30, -1.01)
H (0.44, 1.37, -0.79)
H (-1.16, -0.10, -2.00)
H (-0.55, -0.72, 2.56)
H (0.32, -1.42, 0.02)
H (-0.55, 0.64, 2.05)
H (1.51, 0.01, -1.42)

***

No. 6
The following is a quantum chemistry calculation of a cluster of 2 separate species, CH6NO2 in total, from the Open Molecules 2025 dataset.

Properties
Calculated total energy   -6712.833 eV
ΔE to the lowest compared entry with this formula, charge and spin   7.3 kcal per mole
Maximum force   0.817 eV Å⁻¹
M   64.064 g/mol
LUMO energy   -4.17 eV
Net charge   +1
Spin multiplicity   1

Positions of all 10 atoms, in Å:
O (-0.47, -1.29, 1.19)
O (-0.68, 1.78, -0.13)
N (0.73, -0.54, -0.55)
C (0.38, -1.50, 0.24)
H (0.39, 0.42, -0.41)
H (-0.78, -0.36, 1.18)
H (-0.22, 2.54, 0.26)
H (1.31, -0.72, -1.37)
H (-1.47, 2.15, -0.58)
H (0.81, -2.48, 0.16)

***

No. 7
The following is a quantum chemistry calculation of a cluster of 2 separate species, CH6NO2P in total, from the Open Molecules 2025 dataset.

Properties
Calculated total energy   -16008.009 eV
ΔE to the lowest compared entry with this formula, charge and spin   43.3 kcal per mole
Maximum force   5.997 eV Å⁻¹
M   95.038 g/mol
LUMO energy   0.87 eV
Spin multiplicity   1
SMILES   NP=O.CO

Positions of all 11 atoms, in Å:
P (-0.33, 0.13, -2.02)
O (-1.79, -0.09, -2.13)
O (-0.07, -1.14, 0.50)
N (0.01, 1.62, -1.45)
C (0.57, -0.87, 1.64)
H (1.23, -0.02, 1.35)
H (0.97, 1.90, -1.66)
H (1.30, -1.72, 2.03)
H (-1.03, -1.51, 0.56)
H (-0.71, 2.36, -1.25)
H (-0.17, -0.68, 2.42)

***

No. 8
The following is a quantum chemistry calculation of a cluster of 2 separate species, CH6NO3 in total, from the Open Molecules 2025 dataset.

Properties
Calculated total energy   -8760.134 eV
ΔE to the lowest compared entry with this formula, charge and spin   10.4 kcal per mole
Maximum force   0.761 eV Å⁻¹
M   80.063 g/mol
LUMO energy   -3.69 eV
Net charge   +1
Spin multiplicity   1

Positions of all 11 atoms, in Å:
O (-1.32, 1.54, -0.59)
O (-1.49, -0.64, -0.87)
O (0.11, 0.47, -1.91)
N (0.72, -0.44, 0.93)
C (-0.88, 0.45, -1.10)
H (0.45, -1.08, 1.67)
H (1.63, -0.76, 0.61)
H (-1.08, -1.46, -1.21)
H (-2.09, 1.46, 0.00)
H (0.54, 1.34, -2.07)
H (0.88, 0.46, 1.38)

***

No. 9
The following is a quantum chemistry calculation of a cluster of 3 separate species, CH6NO4 in total, from the Open Molecules 2025 dataset.

Properties
Calculated total energy   -10816.667 eV
ΔE to the lowest compared entry with this formula, charge and spin   18.4 kcal per mole
Maximum force   3.346 eV Å⁻¹
M   96.062 g/mol
LUMO energy   4.06 eV
Net charge   -1
Spin multiplicity   1

Positions of all 12 atoms, in Å:
O (0.55, -0.68, 0.75)
O (1.07, 2.08, 2.15)
O (-0.44, -0.46, -1.30)
O (-3.38, -0.74, -0.42)
N (1.88, -0.06, -1.16)
C (0.61, -0.49, -0.53)
H (-2.53, -0.88, -0.79)
H (1.25, 1.43, 2.85)
H (0.84, 1.38, 1.43)
H (2.60, 0.13, -0.49)
H (-3.17, -0.91, 0.52)
H (1.84, 0.75, -1.71)

***

No. 10
The following is a quantum chemistry calculation of the ion CH6NO4P2 with charge -1, from the Open Molecules 2025 dataset.

Properties
Calculated total energy   -29395.905 eV
ΔE to the lowest compared entry with this formula, charge and spin   5.9 kcal per mole
Maximum force   4.698 eV Å⁻¹
M   158.010 g/mol
LUMO energy   3.97 eV
Net charge   -1
Spin multiplicity   1
SMILES   N[C@@H](P(O)O)[P@H](=O)[O-]

Positions of all 14 atoms, in Å:
P (-1.75, -0.38, 0.17)
P (1.31, -0.73, 0.54)
O (-1.57, -1.81, 0.14)
O (2.70, -0.10, -0.20)
O (-2.59, 0.19, -0.87)
O (1.04, -1.83, -0.62)
N (0.32, 1.82, 0.43)
C (0.01, 0.40, -0.08)
H (0.48, 1.78, 1.44)
H (2.38, 0.12, -1.12)
H (-0.50, 2.37, 0.18)
H (0.20, 0.35, -1.13)
H (0.12, -1.99, -0.42)
H (-2.14, -0.17, 1.51)

***

No. 11
The following is a quantum chemistry calculation of a cluster of 2 separate species, CH6NOPS in total, from the Open Molecules 2025 dataset.

Properties
Calculated total energy   -24795.073 eV
ΔE to the lowest compared entry with this formula, charge and spin   57.0 kcal per mole
Maximum force   3.552 eV Å⁻¹
M   111.106 g/mol
LUMO energy (alpha / beta)   -0.30 / -0.30 eV
Spin multiplicity   1

Positions of all 11 atoms, in Å:
S (2.88, -0.18, 0.20)
P (0.98, -0.06, -0.05)
O (-0.19, -2.15, -0.45)
N (0.57, 0.82, -1.43)
C (-0.34, 0.30, 1.24)
H (-1.13, -0.44, 0.94)
H (-0.38, 0.94, -1.64)
H (-0.51, 1.44, 1.14)
H (0.02, 0.06, 2.30)
H (0.36, -2.92, -0.51)
H (1.07, 0.67, -2.28)

***

No. 12
The following is a quantum chemistry calculation of an isolated molecule of CH6NPS, from the Open Molecules 2025 dataset.

Properties
Calculated total energy   -22748.255 eV
ΔE to the lowest compared entry with this formula, charge and spin   12.1 kcal per mole
Maximum force   3.316 eV Å⁻¹
M   95.107 g/mol
LUMO energy   0.98 eV
Spin multiplicity   1
SMILES   CSPN

Positions of all 10 atoms, in Å:
S (-1.35, 1.48, 0.23)
P (-1.07, 0.26, -1.54)
N (-0.99, -1.38, -1.04)
C (0.17, 1.22, 1.13)
H (0.60, 2.20, 1.39)
H (0.24, 0.50, -1.38)
H (0.13, 0.48, 1.88)
H (-0.96, -1.40, -0.04)
H (-1.68, -1.94, -1.54)
H (0.94, 0.94, 0.37)

***

No. 13
The following is a quantum chemistry calculation of a cluster of 2 separate species, CH6NPS in total, from the Open Molecules 2025 dataset.

Properties
Calculated total energy   -22745.931 eV
ΔE to the lowest compared entry with this formula, charge and spin   65.7 kcal per mole
Maximum force   5.036 eV Å⁻¹
M   95.107 g/mol
LUMO energy (alpha / beta)   -0.76 / -0.76 eV
Spin multiplicity   1

Positions of all 10 atoms, in Å:
S (0.37, 0.25, -1.54)
P (1.21, -1.00, -0.13)
N (1.47, -0.09, 1.27)
C (-1.97, 0.49, -0.60)
H (-2.78, 0.07, -1.36)
H (-1.86, 1.51, -0.85)
H (0.63, 0.05, 1.76)
H (2.19, -0.54, 1.85)
H (2.52, -0.64, -0.67)
H (-1.77, -0.09, 0.26)

***

No. 14
The following is a quantum chemistry calculation of a cluster of 2 separate species, CH6NS in total, from the Open Molecules 2025 dataset.

Properties
Calculated total energy   -13460.407 eV
ΔE to the lowest compared entry with this formula, charge and spin   2.3 kcal per mole
Maximum force   0.704 eV Å⁻¹
M   64.133 g/mol
LUMO energy   4.39 eV
Net charge   -1
Spin multiplicity   1

Positions of all 9 atoms, in Å:
S (0.67, 0.79, -2.21)
N (0.33, 0.48, 1.07)
C (-0.32, -0.82, 0.79)
H (0.49, 0.94, 0.18)
H (-0.35, 1.08, 1.52)
H (0.44, -1.54, 0.51)
H (-1.03, -0.74, -0.04)
H (0.58, 0.96, -3.53)
H (-0.82, -1.14, 1.71)

***

No. 15
The following is a quantum chemistry calculation of a cluster of 2 separate species, CH6O in total, from the Open Molecules 2025 dataset.

Properties
Calculated total energy   -3180.870 eV
ΔE to the lowest compared entry with this formula, charge and spin   18.6 kcal per mole
Maximum force   3.801 eV Å⁻¹
M   34.058 g/mol
LUMO energy   0.86 eV
Spin multiplicity   1
SMILES   C.O

Positions of all 8 atoms, in Å:
O (-2.24, 0.23, -1.53)
C (1.39, -0.30, 1.01)
H (-1.53, 0.92, -1.39)
H (0.57, -1.07, 0.41)
H (2.06, 0.20, 0.33)
H (-3.11, 0.45, -1.96)
H (2.06, -0.96, 1.58)
H (0.81, 0.52, 1.54)

***

No. 16
The following is a quantum chemistry calculation of a cluster of 2 separate species, CH6O2 in total, from the Open Molecules 2025 dataset.

Properties
Calculated total energy   -5228.149 eV
ΔE to the lowest compared entry with this formula, charge and spin   17.1 kcal per mole
Maximum force   2.563 eV Å⁻¹
M   50.057 g/mol
LUMO energy   0.50 eV
Spin multiplicity   1
SMILES   CO.O

Positions of all 9 atoms, in Å:
O (-0.52, -1.31, 1.19)
O (0.26, 0.62, -1.45)
C (-0.08, 0.00, 0.99)
H (-0.89, 0.68, 0.68)
H (-0.85, -1.52, 0.29)
H (0.26, 0.31, 1.99)
H (0.21, -0.13, -2.09)
H (0.86, 1.27, -1.88)
H (0.76, 0.10, 0.28)

***

No. 17
The following is a quantum chemistry calculation of a cluster of 2 separate species, CH6O2 in total, from the Open Molecules 2025 dataset.

Properties
Calculated total energy   -5228.460 eV
ΔE to the lowest compared entry with this formula, charge and spin   9.9 kcal per mole
Maximum force   1.709 eV Å⁻¹
M   50.057 g/mol
LUMO energy   0.64 eV
Spin multiplicity   1
SMILES   CO.O

Positions of all 9 atoms, in Å:
O (-2.64, 3.42, -0.63)
O (-0.58, 1.22, 0.51)
C (0.00, 0.00, 0.00)
H (-3.23, 3.24, 0.14)
H (0.99, -0.03, 0.48)
H (0.12, -0.22, -1.07)
H (-1.42, 1.55, 0.12)
H (-0.64, -0.78, 0.45)
H (-3.13, 4.06, -1.18)

***

No. 18
The following is a quantum chemistry calculation of a cluster of 2 separate species, CH6O2 in total, from the Open Molecules 2025 dataset.

Properties
Calculated total energy   -5228.563 eV
ΔE to the lowest compared entry with this formula, charge and spin   7.6 kcal per mole
Maximum force   2.000 eV Å⁻¹
M   50.057 g/mol
LUMO energy   0.64 eV
Spin multiplicity   1
SMILES   CO.O

Positions of all 9 atoms, in Å:
O (-0.71, 0.79, 0.73)
O (0.42, -0.32, -2.91)
C (-0.28, -0.29, 1.50)
H (0.10, 0.04, 2.47)
H (0.58, -0.67, 0.96)
H (1.07, 0.36, -2.75)
H (-0.18, -0.25, -2.16)
H (-0.99, -1.11, 1.49)
H (-0.02, 1.45, 0.67)

***

No. 19
The following is a quantum chemistry calculation of a cluster of 3 separate species, CH6O4 in total, from the Open Molecules 2025 dataset.

Properties
Calculated total energy   -9324.003 eV
ΔE to the lowest compared entry with this formula, charge and spin   21.0 kcal per mole
Maximum force   1.097 eV Å⁻¹
M   82.055 g/mol
LUMO energy   0.37 eV
Spin multiplicity   1
SMILES   O=CO.O.O

Positions of all 11 atoms, in Å:
O (1.35, 0.12, -1.56)
O (1.76, 1.96, 0.73)
O (-2.58, -0.27, -0.29)
O (-1.14, -1.85, 0.45)
C (-2.10, -0.92, 0.58)
H (-2.41, -0.88, 1.64)
H (-0.87, -1.99, -0.47)
H (1.92, -0.01, -0.80)
H (1.95, 1.47, -0.06)
H (0.89, 0.96, -1.54)
H (1.24, 1.42, 1.33)

***

No. 20
The following is a quantum chemistry calculation of a structure of composition CH6O5PS, from the Open Molecules 2025 dataset.

Properties
Calculated total energy   -31487.663 eV
ΔE to the lowest compared entry with this formula, charge and spin   47.0 kcal per mole
Maximum force   4.033 eV Å⁻¹
M   161.095 g/mol
LUMO energy   -6.03 eV
Net charge   +1
Spin multiplicity   1

Positions of all 14 atoms, in Å:
S (-0.07, 1.15, -0.48)
P (0.43, -1.16, -0.30)
O (0.57, -1.59, -1.84)
O (1.22, 1.76, -0.28)
O (-0.48, -2.21, 0.44)
O (1.91, -1.46, 0.23)
O (-0.81, 1.13, -1.70)
C (-1.24, 2.03, 1.41)
H (2.62, -1.58, -0.36)
H (-1.12, 1.16, 2.02)
H (-0.45, 2.71, 1.61)
H (-0.14, -3.07, 0.50)
H (-0.19, -1.27, -2.39)
H (-2.24, 2.42, 1.15)